ORCA calculation (ωB97M-V/def2-TZVPD) on a molecular structure, C44H31BrN7O7STa.

As for the HOMO energy: -7.6 eV. For the total energy, the calculation gives -153328.8185 eV. Its spin multiplicity is 1. The value obtained for the maximum force is 0.0192 Eh/bohr. The value obtained for the HOMO-LUMO gap is 0.2369 hartree. The energy above the lowest of the compared OMol25 structures with the same formula, charge and spin is 3.35 kcal/mol.

Each line ends with the Mulliken charge.
Positions of all 92 atoms, in Å:
Ta (0.596, -0.992, 1.192)  2.80
O (-3.475, -2.757, 1.823)  -0.46
C (-3.646, -3.395, 0.648)  0.40
C (-4.903, -3.956, 0.409)  -0.68
C (-5.165, -4.596, -0.784)  -0.37
C (-4.183, -4.686, -1.768)  -0.86
C (-2.942, -4.133, -1.531)  -0.70
C (-2.646, -3.489, -0.325)  0.06
C (-1.312, -2.892, -0.140)  0.84
O (-0.995, -2.409, 1.032)  -0.68
N (-0.491, -2.841, -1.141)  -1.34
N (0.668, -2.187, -0.739)  0.49
C (1.648, -2.353, -1.565)  -0.05
C (2.980, -1.859, -1.369)  0.32
C (3.919, -1.908, -2.405)  -0.84
C (5.210, -1.474, -2.192)  -0.91
C (5.580, -1.012, -0.925)  -0.49
C (4.679, -0.966, 0.117)  -0.58
C (3.363, -1.385, -0.104)  0.48
O (2.483, -1.361, 0.875)  -0.63
H (-2.549, -2.436, 1.835)  0.13
H (-5.653, -3.867, 1.181)  0.43
H (-6.142, -5.025, -0.954)  0.42
H (-4.388, -5.181, -2.705)  0.42
H (-2.164, -4.187, -2.278)  0.44
H (1.434, -2.935, -2.460)  0.49
H (3.614, -2.282, -3.373)  0.46
H (5.933, -1.502, -2.991)  0.43
H (6.601, -0.693, -0.753)  0.55
H (4.961, -0.636, 1.106)  0.60
S (1.445, 0.805, 2.685)  -0.85
C (2.134, 1.936, 1.535)  1.04
N (2.529, 3.074, 1.971)  -0.99
N (3.112, 4.004, 1.203)  0.00
C (4.067, 3.890, 0.188)  0.78
C (4.851, 2.756, -0.017)  -0.44
C (5.826, 2.766, -0.998)  -0.17
C (6.038, 3.887, -1.788)  -0.87
C (5.263, 5.018, -1.574)  -0.46
C (4.287, 5.023, -0.594)  -0.56
N (2.149, 1.713, 0.154)  -0.63
N (1.462, 0.777, -0.292)  0.90
C (1.433, 0.787, -1.740)  0.55
C (2.485, 1.360, -2.446)  -0.34
C (2.446, 1.366, -3.826)  -0.66
C (1.367, 0.812, -4.502)  -0.89
C (0.322, 0.247, -3.790)  -1.33
C (0.353, 0.224, -2.403)  -0.34
H (3.078, 4.907, 1.652)  0.24
H (4.704, 1.871, 0.584)  0.46
H (6.429, 1.879, -1.146)  0.37
H (6.799, 3.879, -2.555)  0.44
H (5.411, 5.901, -2.178)  0.38
H (3.676, 5.901, -0.439)  0.42
H (3.324, 1.783, -1.914)  0.32
H (3.266, 1.804, -4.376)  0.49
H (1.343, 0.820, -5.582)  0.44
H (-0.525, -0.182, -4.305)  0.52
H (-0.459, -0.231, -1.858)  0.68
O (0.414, -3.910, 4.010)  -0.69
C (0.208, -2.831, 3.521)  0.27
O (1.008, -2.243, 2.654)  -0.53
C (-0.989, -1.986, 3.859)  0.63
C (-1.959, -2.480, 4.749)  -0.95
C (-3.071, -1.722, 4.961)  -0.87
C (-3.162, -0.448, 4.361)  1.10
C (-4.266, 0.411, 4.580)  -0.86
C (-4.280, 1.666, 4.046)  -0.83
C (-3.174, 2.130, 3.303)  -0.32
C (-2.102, 1.320, 3.061)  -0.14
C (-2.096, -0.006, 3.541)  0.45
N (-1.048, -0.833, 3.243)  0.33
H (-1.809, -3.454, 5.187)  0.56
H (-3.878, -2.073, 5.589)  0.44
H (-5.087, 0.054, 5.187)  0.42
H (-5.126, 2.318, 4.213)  0.40
H (-3.167, 3.144, 2.928)  0.48
H (-1.233, 1.682, 2.538)  -0.44
Br (-6.443, 1.786, -3.245)  -0.21
C (-4.869, 1.604, -2.208)  0.06
C (-4.783, 0.576, -1.282)  -0.85
C (-3.623, 0.444, -0.538)  0.19
C (-2.578, 1.346, -0.706)  -0.30
C (-2.686, 2.376, -1.629)  -0.51
C (-3.830, 2.501, -2.395)  -0.75
C (-1.344, 1.220, 0.124)  0.27
O (-0.700, 2.181, 0.484)  -0.68
O (-1.047, -0.042, 0.360)  0.79
H (-5.603, -0.114, -1.154)  0.52
H (-3.523, -0.364, 0.172)  0.43
H (-1.868, 3.073, -1.744)  0.49
H (-3.920, 3.289, -3.129)  0.44


ORCA calculation (ωB97M-V/def2-TZVPD) on 10 unconnected molecules or ions with the total composition C22H49FN3O10PS at a distorted geometry.

The SMILES is CP(O)c1cnc2c(CCCF)ccc(N=C=S)c2n1.CO.CO.CO.CO.CO.CO.CO.CO.CO. As for the HOMO energy: -8.3 eV. For the total energy, the calculation gives -71391.7899 eV. Its spin multiplicity is 1. The value obtained for the maximum force is 0.0262 Eh/bohr. The value obtained for the HOMO-LUMO gap is 0.2899 hartree.

Each line ends with the Mulliken charge.
Positions of all 87 atoms, in Å:
C (3.817, 3.234, -0.592)  -0.72
P (2.890, 3.473, -2.142)  -0.14
O (3.668, 2.462, -3.183)  -0.42
C (1.341, 2.549, -1.703)  0.66
C (0.111, 3.003, -2.215)  -0.73
N (-1.040, 2.452, -1.947)  -0.41
C (-0.994, 1.385, -1.108)  0.70
C (-2.214, 0.734, -0.731)  0.05
C (-3.545, 1.262, -1.194)  -1.40
C (-4.316, 2.001, -0.097)  -0.48
C (-3.672, 3.277, 0.421)  -0.40
F (-3.081, 4.017, -0.583)  -0.31
C (-2.145, -0.383, 0.068)  -0.78
C (-0.920, -0.880, 0.562)  -0.78
C (0.242, -0.239, 0.236)  0.40
N (1.522, -0.722, 0.728)  -0.50
C (1.948, -0.176, 1.715)  0.42
S (2.592, 0.452, 2.986)  -0.41
C (0.234, 0.897, -0.618)  0.81
N (1.413, 1.497, -0.925)  -0.47
H (4.389, 2.310, -0.632)  0.26
H (3.086, 3.129, 0.202)  0.30
H (4.457, 4.085, -0.424)  0.17
H (3.394, 2.730, -4.071)  0.31
H (0.118, 3.862, -2.871)  0.44
H (-4.149, 0.392, -1.451)  0.49
H (-3.450, 1.836, -2.105)  0.39
H (-4.404, 1.330, 0.753)  0.34
H (-5.302, 2.253, -0.475)  0.39
H (-4.452, 3.903, 0.849)  0.42
H (-2.969, 3.089, 1.228)  0.24
H (-3.048, -0.906, 0.343)  0.60
H (-0.886, -1.751, 1.196)  0.56
C (0.532, -4.382, 2.136)  -0.68
O (-0.779, -3.861, 1.902)  -0.39
H (1.269, -3.678, 1.760)  0.27
H (0.692, -4.523, 3.203)  0.32
H (0.655, -5.335, 1.618)  0.31
H (-1.403, -4.509, 2.249)  0.19
C (-1.997, -7.056, 4.574)  -0.69
O (-1.540, -5.812, 4.049)  -0.35
H (-1.531, -7.851, 3.998)  0.23
H (-1.711, -7.162, 5.622)  0.30
H (-3.083, -7.142, 4.486)  0.28
H (-1.950, -5.106, 4.561)  0.29
C (4.022, 0.902, -6.433)  -0.59
O (2.861, 1.514, -5.884)  -0.47
H (4.527, 1.642, -7.048)  0.25
H (4.703, 0.572, -5.643)  0.27
H (3.751, 0.046, -7.055)  0.26
H (2.415, 0.851, -5.344)  0.31
C (4.641, -4.700, 3.217)  -0.57
O (3.315, -4.301, 3.555)  -0.43
H (4.599, -5.740, 2.904)  0.22
H (5.035, -4.099, 2.394)  0.26
H (5.308, -4.617, 4.078)  0.25
H (3.349, -3.381, 3.831)  0.27
C (-4.342, 7.844, 0.040)  -0.55
O (-4.233, 6.518, 0.541)  -0.46
H (-4.327, 8.521, 0.891)  0.20
H (-3.503, 8.085, -0.619)  0.25
H (-5.280, 7.985, -0.505)  0.25
H (-4.240, 5.917, -0.210)  0.28
C (-2.776, -1.627, 5.003)  -0.59
O (-2.498, -2.998, 4.735)  -0.48
H (-3.465, -1.589, 5.842)  0.25
H (-1.863, -1.089, 5.270)  0.27
H (-3.242, -1.147, 4.140)  0.21
H (-1.886, -3.030, 3.988)  0.28
C (-0.279, -1.355, -5.944)  -0.57
O (0.870, -0.812, -5.299)  -0.46
H (-0.011, -1.554, -6.978)  0.23
H (-0.587, -2.290, -5.470)  0.25
H (-1.111, -0.648, -5.923)  0.27
H (0.632, -0.639, -4.383)  0.25
C (-2.839, -5.763, -0.256)  -0.35
O (-3.036, -7.069, 0.280)  -0.53
H (-3.665, -5.555, -0.930)  0.31
H (-2.831, -5.018, 0.541)  0.05
H (-1.900, -5.711, -0.813)  0.24
H (-2.306, -7.253, 0.877)  0.29
C (6.085, 7.302, -0.115)  -0.53
O (5.826, 5.993, 0.386)  -0.47
H (5.238, 7.589, -0.732)  0.21
H (6.189, 8.021, 0.702)  0.24
H (6.990, 7.316, -0.726)  0.26
H (6.572, 5.736, 0.933)  0.27


ORCA calculation (ωB97M-V/def2-TZVPD) on 2 unconnected molecules or ions with the total composition C5H11NS at a distorted geometry.

As for the HOMO energy (spin up / spin down): -5.7 / -8.4 eV. For the total energy, the calculation gives -17682.4677 eV. Its spin multiplicity is 3. The value obtained for the maximum force is 0.0735 Eh/bohr. The value obtained for the HOMO-LUMO gap (spin up / spin down) is 0.2327 / 0.2549 hartree. The energy above the lowest of the compared OMol25 structures with the same formula, charge and spin is 44.75 kcal/mol.

Each line ends with the Löwdin spin population.
Positions of all 18 atoms, in Å:
C (0.838, -1.100, -0.600)  0.05
C (1.468, 0.054, -0.732)  0.04
C (1.294, -1.904, 0.621)  0.00
C (1.577, 2.496, -0.149)  0.00
C (2.033, 1.249, -0.827)  0.01
N (-3.881, -0.669, 0.329)  0.33
S (-1.952, -0.425, -0.108)  1.46
H (-0.174, -1.226, -1.100)  0.03
H (2.345, -2.143, 0.570)  0.00
H (0.746, -2.819, 0.667)  0.00
H (1.028, -1.285, 1.398)  0.00
H (0.713, 2.978, -0.716)  0.00
H (2.447, 3.221, 0.060)  0.00
H (1.146, 2.251, 0.937)  0.00
H (2.803, 1.450, -1.551)  0.00
H (-4.429, 0.008, -0.251)  0.02
H (-4.185, -1.630, 0.099)  0.03
H (-3.815, -0.505, 1.352)  0.02


ORCA calculation (ωB97M-V/def2-TZVPD) on 11 unconnected molecules or ions with the total composition C39H62N6O15 at a distorted geometry.

The SMILES is O=C1OCCO1.O=C1OCCO1.O=C1OCCO1.O=C1OCCO1.O=C1OCCO1.CCCC#N.CCCC#N.CCCC#N.CCCC#N.CCCC#N.CCCC#N. As for the HOMO energy: -10.9 eV. For the total energy, the calculation gives -81101.2910 eV. Its spin multiplicity is 1. The value obtained for the maximum force is 0.0338 Eh/bohr. The value obtained for the HOMO-LUMO gap is 0.3952 hartree. The energy above the lowest of the compared OMol25 structures with the same formula, charge and spin is 0.00 kcal/mol.

Each line ends with the Mulliken charge.
Positions of all 122 atoms, in Å:
C (-1.327, 2.833, -3.354)  0.54
C (0.120, 3.261, -3.635)  -0.03
O (0.238, 4.474, -2.889)  -0.39
C (-0.977, 4.929, -2.535)  0.54
O (-1.204, 5.963, -2.020)  -0.50
O (-1.937, 4.003, -2.821)  -0.43
H (-1.390, 2.026, -2.629)  -0.42
H (-1.855, 2.576, -4.272)  0.31
H (0.337, 3.448, -4.688)  0.37
H (0.864, 2.553, -3.270)  0.01
C (-1.014, -0.676, -5.751)  -0.45
C (-0.620, -0.400, -4.307)  0.28
O (-0.253, -1.705, -3.830)  -0.12
C (-0.871, -2.630, -4.598)  0.40
O (-0.934, -3.780, -4.342)  -0.51
O (-1.410, -2.053, -5.705)  -0.34
H (-0.201, -0.576, -6.472)  0.33
H (-1.836, -0.049, -6.087)  0.30
H (-1.509, -0.131, -3.731)  0.06
H (0.179, 0.323, -4.193)  0.08
C (-3.484, -3.706, 1.907)  0.35
C (-3.770, -2.327, 1.312)  0.60
O (-4.461, -1.662, 2.375)  -0.28
C (-5.000, -2.601, 3.196)  0.60
O (-5.809, -2.367, 4.013)  -0.52
O (-4.447, -3.807, 2.959)  -0.41
H (-2.456, -3.824, 2.248)  -0.26
H (-3.639, -4.491, 1.169)  0.23
H (-4.303, -2.372, 0.360)  0.13
H (-2.895, -1.712, 1.102)  -0.47
C (0.860, 4.869, 0.727)  0.42
C (1.518, 4.109, 1.869)  0.28
O (2.876, 4.557, 1.823)  -0.40
C (2.928, 5.736, 1.139)  0.54
O (3.890, 6.397, 1.068)  -0.52
O (1.738, 6.010, 0.582)  -0.38
H (-0.130, 5.235, 0.973)  0.39
H (0.898, 4.310, -0.206)  -0.38
H (1.509, 3.021, 1.790)  0.00
H (1.116, 4.330, 2.861)  0.07
C (-0.839, 1.336, 0.093)  0.39
C (-0.796, -0.181, -0.094)  1.59
O (0.498, -0.400, -0.707)  -0.18
C (1.039, 0.767, -1.088)  0.04
O (2.072, 0.872, -1.672)  -0.59
O (0.283, 1.815, -0.681)  -0.15
H (-0.667, 1.591, 1.138)  -0.69
H (-1.797, 1.748, -0.209)  0.55
H (-1.536, -0.546, -0.806)  -0.16
H (-0.858, -0.744, 0.829)  -1.05
C (-5.302, 4.191, 3.209)  -1.07
C (-5.797, 2.900, 3.876)  -0.67
C (-4.827, 1.728, 3.672)  0.08
C (-4.354, 1.585, 2.309)  0.30
N (-3.973, 1.464, 1.240)  -0.57
H (-4.247, 4.331, 3.454)  0.25
H (-5.902, 5.026, 3.561)  0.36
H (-5.365, 4.129, 2.124)  0.32
H (-6.764, 2.634, 3.442)  0.30
H (-5.939, 3.065, 4.941)  0.38
H (-5.294, 0.795, 4.003)  0.30
H (-3.980, 1.872, 4.349)  0.03
C (-4.418, -5.849, -2.731)  -1.31
C (-3.849, -4.803, -3.674)  -0.28
C (-3.675, -3.444, -3.005)  -0.63
C (-2.708, -3.368, -1.911)  0.26
N (-1.990, -3.309, -1.010)  -0.31
H (-3.677, -6.147, -1.979)  0.33
H (-4.623, -6.785, -3.253)  0.38
H (-5.307, -5.511, -2.196)  0.32
H (-4.481, -4.681, -4.555)  0.43
H (-2.905, -5.178, -4.072)  0.21
H (-4.657, -3.174, -2.595)  0.54
H (-3.437, -2.658, -3.725)  0.13
C (6.973, 0.944, 1.268)  -1.38
C (5.495, 0.635, 1.098)  -0.14
C (5.189, -0.831, 0.853)  0.14
C (5.993, -1.456, -0.182)  0.23
N (6.669, -1.951, -0.965)  -0.53
H (7.526, 0.534, 0.423)  0.30
H (7.343, 0.505, 2.195)  0.36
H (7.130, 2.020, 1.303)  0.37
H (5.143, 1.198, 0.227)  0.05
H (4.910, 1.004, 1.933)  0.36
H (4.147, -0.923, 0.550)  -0.11
H (5.313, -1.421, 1.767)  0.39
C (0.698, -3.462, 0.846)  -0.39
C (1.581, -4.227, 1.805)  -0.50
C (0.775, -5.131, 2.744)  -0.58
C (-0.027, -4.358, 3.693)  0.33
N (-0.680, -3.759, 4.435)  -0.51
H (1.288, -2.845, 0.171)  0.32
H (-0.008, -2.785, 1.342)  -0.27
H (0.065, -4.146, 0.283)  0.28
H (2.180, -3.553, 2.425)  0.31
H (2.273, -4.859, 1.248)  0.36
H (1.393, -5.838, 3.294)  0.38
H (0.049, -5.712, 2.163)  0.31
C (5.007, 1.393, -3.387)  -0.89
C (6.482, 1.502, -3.823)  -0.51
C (7.408, 0.412, -3.301)  0.13
C (8.633, 0.328, -4.085)  0.04
N (9.576, 0.274, -4.713)  -0.43
H (4.891, 0.967, -2.387)  0.10
H (4.475, 0.723, -4.062)  0.32
H (4.519, 2.366, -3.363)  0.35
H (6.884, 2.477, -3.554)  0.33
H (6.467, 1.434, -4.912)  0.32
H (6.925, -0.564, -3.220)  0.30
H (7.723, 0.601, -2.268)  -0.08
C (-1.414, -0.474, 4.015)  -0.20
C (-1.057, 0.414, 5.221)  -0.85
C (-0.283, 1.661, 4.818)  -0.61
C (-1.014, 2.475, 3.841)  0.23
N (-1.607, 3.050, 3.044)  -0.32
H (-2.033, 0.063, 3.290)  -0.25
H (-1.943, -1.362, 4.353)  0.37
H (-0.506, -0.799, 3.493)  0.23
H (-0.458, -0.141, 5.939)  0.37
H (-2.001, 0.730, 5.672)  0.34
H (0.691, 1.424, 4.373)  0.27
H (-0.049, 2.301, 5.674)  0.47